1.
DFT (the ωB97M-V functional and the def2-TZVPD basis) results for a cluster of 12 separate species, C12H48N24O12 in total at a distorted geometry.

As for the largest force on an atom: 8.74 eV/Å. As for the charge: 0. Its energy above the lowest of the compared OMol25 structures with the same formula, charge and spin is 11.1534 eV. Its HOMO-LUMO gap is 0.3395 Eh. Its molar mass is 720.67 g mol⁻¹. The LUMO energy comes out at -0.03 eV. As for the multiplicity: 1. As for the SMILES: NC(N)=O.NC(N)=O.NC(N)=O.NC(N)=O.NC(N)=O.NC(N)=O.NC(N)=O.NC(N)=O.NC(N)=O.NC(N)=O.NC(N)=O.NC(N)=O.

Last column: Mulliken charge in e.
Atoms and positions in Å:
N 5.915299 -5.384899 3.802516  -0.354
C 5.044357 -4.390413 3.483401  0.688
N 4.447548 -4.011454 4.581524  -0.359
O 4.922203 -3.758126 2.422085  -0.670
H 6.578009 -5.785149 3.153887  0.200
H 5.833951 -5.709521 4.755462  0.153
H 3.877257 -3.192431 4.736684  0.205
H 4.505355 -4.571467 5.420050  0.138
N -5.569518 -2.083726 -4.166195  -0.371
C -6.531829 -1.837253 -3.315560  0.637
N -7.651284 -1.481698 -3.847875  -0.376
O -6.385444 -2.060548 -2.099158  -0.686
H -5.605287 -1.863953 -5.151331  0.166
H -4.660340 -2.341885 -3.810023  0.228
H -7.793968 -1.332763 -4.836590  0.170
H -8.479809 -1.537756 -3.272989  0.232
N 4.662691 -2.709842 -2.723626  -0.356
C 5.776326 -2.101012 -3.080229  0.698
N 6.404569 -1.730001 -2.019920  -0.357
O 6.201554 -1.791010 -4.211486  -0.690
H 4.580992 -2.766325 -1.718519  0.147
H 4.088927 -3.102408 -3.456278  0.215
H 6.006048 -2.186480 -1.211896  0.132
H 7.251292 -1.194407 -2.147554  0.213
N 6.045235 7.633312 -1.105289  -0.422
C 5.408970 6.507883 -0.891301  0.643
N 4.338214 6.363652 -1.592793  -0.355
O 5.899794 5.799962 -0.055073  -0.649
H 5.868177 8.184834 -1.932675  0.167
H 6.885817 7.842678 -0.585975  0.218
H 3.820073 5.497781 -1.549214  0.211
H 3.900849 7.064551 -2.173783  0.188
N -6.910017 -1.759110 5.724602  -0.412
C -6.003882 -1.491254 4.869706  0.639
N -6.373191 -0.502766 4.088663  -0.533
O -5.000344 -2.149179 4.673432  -0.637
H -7.616423 -1.051810 5.868849  0.217
H -7.055120 -2.735552 5.938145  0.219
H -7.374249 -0.509857 3.954740  0.232
H -5.746643 -0.581955 3.300457  0.274
N 0.397683 -8.157631 3.838492  -0.395
C -0.122221 -7.416306 4.780515  0.675
N -0.091421 -6.134023 4.405155  -0.401
O -0.681532 -7.826324 5.752339  -0.639
H 0.837160 -7.612706 3.110459  0.172
H 0.254004 -9.156089 3.888795  0.215
H -0.601215 -5.538110 5.041626  0.206
H 0.319903 -5.751149 3.565912  0.170
N 4.731532 1.991213 2.888741  -0.376
C 3.734216 2.266361 3.713393  0.646
N 3.516167 3.540692 3.867861  -0.343
O 3.082345 1.442209 4.337214  -0.676
H 4.815978 1.000591 2.710893  0.227
H 5.113380 2.661322 2.236639  0.182
H 4.077880 4.155839 3.296739  0.129
H 2.923970 4.029831 4.523715  0.211
N 1.301229 0.566745 -6.121515  -0.342
C 1.408988 1.836758 -6.147912  0.661
N 1.390761 2.359074 -4.968039  -0.377
O 1.430712 2.450743 -7.217280  -0.691
H 1.288057 0.249248 -5.162807  0.147
H 1.122121 -0.016102 -6.926686  0.209
H 1.198203 3.350542 -4.964066  0.194
H 1.682781 1.883557 -4.126187  0.200
N -3.859770 -7.534904 0.285926  -0.382
C -4.067842 -6.257889 0.230959  0.625
N -5.405365 -6.091307 0.305341  -0.420
O -3.214698 -5.361090 0.231909  -0.668
H -2.929334 -7.789713 0.585013  0.240
H -4.577023 -8.239504 0.381752  0.159
H -5.974912 -6.923168 0.244264  0.177
H -5.601574 -5.191220 -0.108712  0.264
N -2.875699 5.633485 -3.767577  -0.338
C -2.370098 6.460556 -4.537304  0.618
N -2.760330 6.203343 -5.827352  -0.433
O -1.462646 7.213574 -4.337978  -0.632
H -3.595029 5.109615 -4.245304  0.193
H -2.182622 5.353689 -3.088266  0.238
H -3.395550 5.442852 -6.022911  0.138
H -2.240081 6.593020 -6.600392  0.215
N -0.028629 6.311504 0.766454  -0.363
C -0.518291 6.957458 1.819983  0.600
N -0.661860 8.284083 1.592528  -0.407
O -0.709442 6.465322 2.948830  -0.657
H 0.235267 6.970536 0.048023  0.171
H 0.405092 5.419449 0.956794  0.246
H -1.337815 8.676589 2.232160  0.238
H -0.420754 8.681931 0.696042  0.173
N -0.126256 -1.149260 0.326604  -0.342
C -0.569832 -0.080465 -0.271378  0.654
N -1.839661 -0.109101 -0.525177  -0.375
O 0.091208 0.814000 -0.545116  -0.623
H -0.867167 -1.747273 0.663552  0.144
H 0.826594 -1.339201 0.602474  0.184
H -2.419286 -0.886732 -0.243372  0.167
H -2.183435 0.744893 -0.940634  0.193

Forces on the atoms, in the same order (eV/Å):
N 0.455 -1.035 -0.599
C 1.330 1.711 -2.463
N -2.649 0.978 3.920
O 0.389 -1.447 0.604
H -0.408 0.115 0.185
H 0.657 -0.336 -0.575
H 0.147 -0.091 -0.931
H 0.045 0.158 -0.222
N 3.307 -0.420 -2.332
C 1.459 -1.689 3.978
N -4.424 1.499 -1.412
O -0.289 0.444 -0.818
H -0.149 -0.035 0.303
H -0.314 0.122 0.085
H 0.153 -0.147 0.310
H 0.269 0.198 -0.084
N -1.964 -1.295 -0.752
C 1.126 1.531 -4.613
N 2.079 0.961 3.188
O -1.177 -0.944 0.675
H -1.397 -0.750 -0.702
H -0.187 -0.136 0.764
H 1.648 0.960 0.816
H -0.146 -0.349 0.699
N 1.580 4.137 -1.505
C 2.617 0.738 1.713
N -4.545 -1.795 -2.398
O -0.298 -2.953 1.667
H 0.132 0.016 0.248
H -0.317 -0.333 -0.142
H 0.281 0.119 0.181
H 0.512 0.015 0.273
N -3.642 -1.681 4.470
C 2.996 -1.675 -1.822
N 0.147 2.730 -2.318
O 0.866 -0.389 0.199
H -0.165 -0.701 0.272
H -0.038 0.426 0.556
H 0.360 0.437 -0.762
H -0.508 0.850 -0.600
N 1.607 -2.101 -1.872
C -0.946 0.726 -0.567
N -0.395 2.893 1.034
O -0.803 -0.649 2.129
H 0.041 -1.304 -0.322
H 0.470 0.311 -0.403
H 0.290 0.314 -0.379
H -0.267 -0.176 0.364
N 1.684 -1.553 -1.536
C -1.791 -1.422 1.961
N 0.117 4.781 -0.474
O 0.144 -1.015 -0.041
H 0.242 0.290 -0.303
H -0.097 -0.299 0.131
H -0.174 0.180 0.268
H -0.107 -0.960 -0.061
N -0.081 -5.409 1.028
C -0.124 2.107 -5.041
N 0.060 3.416 3.880
O -0.117 0.765 0.314
H -0.336 -1.286 -0.697
H 0.336 0.290 0.352
H 0.465 -0.170 0.399
H -0.235 0.291 -0.185
N 3.308 -4.438 0.288
C -0.189 2.485 0.928
N -0.689 2.307 -0.422
O -0.940 -1.030 -0.362
H -0.121 -0.334 -0.219
H 0.283 0.401 0.027
H -0.317 0.863 -0.368
H -1.286 -0.171 0.112
N -3.183 -4.008 5.507
C 3.111 2.784 -6.787
N -0.901 0.592 -1.928
O 1.588 1.893 1.218
H 0.353 -0.941 1.436
H -1.016 -0.712 0.570
H 0.369 0.279 -0.296
H -0.274 0.097 0.334
N 0.234 -0.664 -0.979
C 0.258 -0.420 3.288
N -0.646 0.707 0.434
O -0.175 0.430 -1.854
H 0.487 -1.140 -0.398
H 0.129 0.236 -0.470
H 0.292 0.616 -0.421
H -0.582 0.217 0.383
N 0.477 -4.128 2.064
C -0.813 -2.750 1.287
N -4.421 0.040 -0.998
O 5.028 6.739 -2.378
H 0.786 -0.455 0.229
H -0.374 0.492 -0.124
H -0.256 0.544 -0.341
H -0.440 -0.496 0.205

***

2.
DFT (the ωB97M-V functional and the def2-TZVPD basis) results for a cluster of 12 separate species, C12H48N24O12 in total at a distorted geometry.

As for the largest force on an atom: 8.27 eV/Å. As for the charge: +1. Its energy above the lowest of the compared OMol25 structures with the same formula, charge and spin is 2.7061 eV. Its HOMO-LUMO gap (spin up / spin down) is 0.3199 / 0.1111 Eh. Its molar mass is 720.67 g mol⁻¹. The LUMO energy (spin up / spin down) comes out at -2.51 / -8.19 eV. As for the multiplicity: 2.

Last column: Mulliken spin population.
Atoms and positions in Å:
C 3.323304 -3.582814 -1.987801  0.001
O 3.769997 -4.618298 -1.554246  0.000
N 2.642404 -2.729718 -1.338693  0.001
N 3.467335 -3.303946 -3.250512  0.000
H 2.196768 -1.964202 -1.823963  -0.001
H 2.203206 -3.072555 -0.496282  0.000
H 3.220875 -2.389379 -3.601129  0.000
H 4.279163 -3.761300 -3.640206  0.000
C 2.457771 -1.856183 2.145907  0.000
O 1.360859 -1.374483 2.054301  -0.006
N 2.707791 -3.158512 2.160445  0.000
N 3.582730 -1.192409 2.155559  0.002
H 1.940309 -3.813515 2.115213  0.000
H 3.649772 -3.508648 2.059555  0.000
H 3.619630 -0.242049 2.495506  0.000
H 4.391082 -1.790477 2.060831  0.000
C -0.669366 -3.552131 4.491301  0.000
O 0.440099 -3.693853 4.893437  0.000
N -0.963551 -2.824539 3.510460  0.000
N -1.690423 -4.156024 5.070148  0.000
H -1.924252 -2.665598 3.242345  0.000
H -0.161509 -2.309249 3.176846  0.000
H -2.628788 -3.907822 4.790905  0.000
H -1.437913 -4.878664 5.729036  0.000
C -3.945163 -0.218650 -3.547266  0.000
O -2.951772 -0.115136 -4.333687  0.000
N -4.014015 0.317447 -2.402808  0.000
N -5.086357 -0.767411 -3.872916  0.000
H -4.833128 0.259108 -1.814807  0.000
H -3.218399 0.881629 -2.140543  0.000
H -5.972242 -0.434912 -3.519709  0.000
H -4.940878 -0.954253 -4.854766  0.000
C 0.013395 0.229284 -0.639748  0.005
O -0.348633 0.817152 -1.680281  0.036
N 0.478224 0.868873 0.383024  0.175
N -0.033539 -1.059689 -0.403782  0.029
H 0.432763 1.876994 0.424646  -0.009
H 0.553683 0.274638 1.196215  -0.010
H 0.273694 -1.492938 0.455279  0.003
H -0.494499 -1.612437 -1.112361  -0.008
C -0.543949 0.402774 5.530299  0.000
O -1.602409 0.480000 6.118134  0.000
N 0.558970 0.341962 6.141990  0.000
N -0.388637 0.376330 4.273644  0.000
H 0.583139 0.104541 7.123391  0.000
H 1.400580 0.450800 5.594317  0.000
H -1.157426 0.152123 3.658191  0.000
H 0.494287 0.274582 3.793854  0.001
C 4.051024 1.675807 -0.136654  -0.027
O 4.930721 0.907847 -0.433215  0.230
N 4.131390 2.525747 0.806657  0.008
N 2.976716 1.937930 -0.931737  0.617
H 3.327316 3.135687 0.767423  -0.009
H 4.900514 2.931599 1.320313  -0.001
H 2.839736 1.309123 -1.710163  -0.035
H 2.404397 2.768036 -0.872784  -0.013
C -1.017544 -3.411721 -2.486543  0.000
O -1.741082 -2.891897 -1.706535  0.000
N -1.034204 -3.164190 -3.772671  0.000
N -0.037643 -4.224448 -2.280051  0.000
H -1.941696 -2.721808 -3.802148  0.000
H -0.407752 -3.578692 -4.447830  0.000
H 0.429975 -4.482880 -3.137168  0.000
H 0.258172 -4.546842 -1.369735  0.000
C -2.792000 4.751310 -0.891963  0.000
O -2.004507 5.082365 -1.675298  0.000
N -2.710807 3.671712 -0.237122  0.000
N -3.830257 5.471427 -0.565410  0.000
H -1.989179 3.043933 -0.561548  0.000
H -3.198023 3.614135 0.645713  0.000
H -4.574401 5.101557 0.008649  0.000
H -4.022988 6.310415 -1.093655  0.000
C 1.655912 5.002021 0.620421  -0.001
O 1.725977 3.785667 0.764922  -0.003
N 2.762347 5.730564 0.493406  0.000
N 0.588254 5.761166 0.386435  0.000
H 2.448054 6.686244 0.582827  0.000
H 3.669517 5.293008 0.568784  0.000
H 0.845794 6.713261 0.168964  0.000
H -0.321530 5.341574 0.258673  0.000
C 0.740620 4.705961 -3.551845  -0.002
O 1.894083 4.520606 -3.905690  0.017
N -0.016230 3.825382 -2.961998  -0.001
N 0.194723 5.865095 -3.531234  0.002
H 0.315210 2.921446 -2.656789  -0.001
H -0.991706 4.076341 -2.887337  0.001
H 0.735606 6.678003 -3.789522  0.000
H -0.798180 5.862558 -3.346202  0.000
C -2.582530 -5.166109 0.709503  0.000
O -2.569519 -5.992058 1.603851  0.000
N -2.208150 -3.886101 0.774750  0.000
N -2.654690 -5.585290 -0.478997  0.000
H -2.103126 -3.191376 0.049199  0.000
H -1.917670 -3.563329 1.686635  0.000
H -2.640414 -6.594993 -0.458873  0.000
H -2.755208 -5.112233 -1.365684  0.000

Forces on the atoms, in the same order (eV/Å):
C 1.703 -3.299 -0.649
O 0.526 -1.373 1.473
N -3.317 3.753 3.771
N 1.028 0.966 -4.295
H -0.132 -0.228 0.343
H 0.120 0.370 -0.001
H 0.298 -0.196 -0.150
H -0.237 0.147 -0.421
C 1.215 -1.950 -0.241
O -3.249 1.540 0.355
N -0.744 -2.205 -0.384
N 2.311 2.057 0.012
H 0.176 -0.007 0.145
H -0.423 -0.217 0.199
H 0.277 -0.272 -0.297
H 0.372 1.057 0.370
C -0.583 -2.752 3.615
O 4.072 -0.425 0.909
N -1.098 4.098 -5.331
N -1.814 -1.082 1.104
H 0.455 0.384 0.029
H -0.511 0.453 -0.525
H 0.102 -0.731 0.468
H -0.637 0.227 -0.058
C 3.158 0.702 -3.991
O -1.835 -0.866 1.662
N 1.346 3.006 5.479
N -1.743 -2.377 -2.789
H 0.440 0.039 -0.094
H -0.194 -0.130 0.348
H 0.256 -0.106 -0.322
H -1.353 -0.446 -0.293
C -1.577 0.511 -3.590
O 0.304 -0.489 0.622
N 1.960 2.631 3.217
N -0.509 -2.417 -1.265
H 0.046 0.000 0.256
H 0.570 0.658 0.664
H 0.025 0.143 0.057
H -0.249 -0.271 0.171
C -4.045 0.157 3.015
O -1.732 -0.221 0.161
N 6.066 -0.111 3.518
N -0.299 0.053 -8.266
H 0.130 0.354 -0.278
H 0.103 -0.376 0.802
H -0.153 0.341 0.510
H -0.067 -0.247 0.515
C 2.494 -0.482 -0.981
O 0.175 -1.872 -1.315
N -0.969 3.846 3.634
N -1.582 -1.882 -1.656
H -0.447 0.511 1.043
H 0.470 -1.110 -0.315
H -0.181 -0.063 -0.285
H -0.196 0.542 0.142
C 2.571 -1.083 -1.921
O -2.885 1.856 2.662
N -2.437 1.928 -1.634
N 3.243 -2.949 2.092
H 0.029 0.666 -2.573
H -0.981 0.413 -0.230
H 0.572 -0.651 1.073
H -0.051 -0.137 -0.332
C -2.970 1.604 1.142
O 4.464 2.398 -5.054
N 0.791 -5.455 3.126
N -3.275 2.693 0.733
H -0.105 -0.301 0.662
H 0.352 -0.749 -0.217
H 0.106 0.205 -0.277
H 0.058 -0.171 0.199
C 0.467 -0.002 -1.349
O -1.027 -1.588 0.143
N 0.227 0.678 0.399
N -0.837 -0.361 0.643
H 2.310 0.378 -0.027
H -0.123 0.935 0.195
H -1.410 -0.188 -0.340
H 0.064 0.482 -0.180
C 3.475 -1.364 0.167
O 1.373 -0.558 -0.229
N -1.857 -3.285 1.001
N -2.112 4.593 -0.673
H -0.340 0.001 -0.668
H 0.285 -0.699 0.601
H -0.501 -0.241 -0.289
H 0.266 1.035 0.106
C 1.973 0.893 2.706
O -0.401 0.288 1.861
N 0.339 3.010 2.844
N -1.168 -3.647 -6.427
H -0.307 -0.884 -0.470
H -0.184 -0.387 -0.221
H -0.382 0.045 -0.673
H 0.063 0.250 0.609